# 1
14
Properties=species:S:1:pos:R:3:forces:R:3 method="wB97M-V/def2-TZVPD" e_above_lowest_ev=0.587 largest_force_ev_per_a=5.13 smiles="N[N+](N)=C(O)NS" charge=+1 gap_ev=10.31 molar_mass_g_mol=123.16
N 1.711 -0.913 0.110 0.403 0.374 1.346
N -1.485 0.434 -0.309 -1.600 -1.844 1.772
H 1.445 1.019 -1.328 1.148 -0.676 -2.809
N 0.986 1.284 -0.530 -1.779 0.227 1.519
H 1.591 1.913 -0.056 0.362 0.641 0.816
H 1.583 -1.392 -0.766 0.932 0.062 -0.442
N 0.789 0.143 0.248 -2.525 -1.967 0.173
H -3.603 0.617 0.933 0.402 0.300 1.257
C -0.615 -0.431 0.204 4.468 2.483 0.403
H 2.666 -0.653 0.459 -1.477 -0.566 -0.830
H -1.061 1.341 -0.444 0.258 0.252 -0.415
S -3.280 0.351 -0.304 1.262 -0.620 -1.736
H 0.017 -2.128 1.036 0.522 0.973 -0.399
O -0.744 -1.586 0.747 -2.375 0.360 -0.657

# 2
14
Properties=species:S:1:pos:R:3:forces:R:3 method="wB97M-V/def2-TZVPD" e_above_lowest_ev=6.214 largest_force_ev_per_a=7.71 charge=+1 gap_ev=10.03 molar_mass_g_mol=103.11
H 1.458 1.643 -0.858 1.228 0.448 -0.918
H -1.467 0.770 1.818 -2.942 0.037 2.660
H -0.918 -0.136 -2.935 0.751 0.290 0.769
C -0.494 -0.238 0.323 -0.666 4.340 5.407
H -0.855 -2.208 0.195 1.651 -2.183 -1.743
H -0.374 0.044 -2.412 -0.809 -0.280 -0.898
N -1.185 -1.343 0.451 -0.714 0.989 1.692
N 1.636 1.000 -0.107 -3.048 1.262 -1.011
N 1.832 -0.794 0.376 2.934 -2.606 -0.645
N 0.749 -0.155 -0.192 0.893 1.565 -0.865
N 2.669 0.157 0.101 -1.968 -1.405 1.376
N -0.870 0.937 1.112 3.908 -1.655 -6.439
H -0.496 1.885 0.803 -0.786 -1.992 1.152
H -1.685 -1.562 1.324 -0.433 1.191 -0.538

# 3
10
Properties=species:S:1:pos:R:3:forces:R:3 method="wB97M-V/def2-TZVPD" e_above_lowest_ev=3.677 largest_force_ev_per_a=4.27 gap_ev=10.14 molar_mass_g_mol=49.07
C -0.404 1.258 0.348 3.820 -0.112 0.743
H -0.097 -1.868 0.208 0.519 -0.547 0.262
H -0.684 0.665 1.226 -0.364 -0.376 -0.637
N 0.849 -1.501 0.089 -0.632 0.560 -0.342
H 0.648 -0.876 -0.712 0.837 -0.590 0.507
H -1.138 0.680 -0.489 -3.351 -1.726 -2.011
H -0.872 2.224 0.347 -0.143 0.358 -0.575
H 1.501 -2.236 -0.153 -0.267 -0.093 -0.083
H 0.682 1.245 0.333 -0.194 0.637 0.339
O -0.485 0.409 -1.198 -0.224 1.890 1.798

# 4
13
Properties=species:S:1:pos:R:3:forces:R:3 method="wB97M-V/def2-TZVPD" e_above_lowest_ev=1.626 largest_force_ev_per_a=4.09 smiles=Cp1[nH]o1.OP gap_ev=9.83 molar_mass_g_mol=127.02
H 2.671 1.280 0.565 -0.202 -0.154 -0.119
P 1.274 -0.800 0.096 0.229 0.499 0.991
O 0.148 0.398 -0.261 -1.947 0.052 1.666
H -2.894 0.980 -0.895 0.689 1.362 -0.787
H 0.579 -0.395 -2.125 -1.114 -0.471 0.196
H -4.200 -0.205 -0.575 0.001 -0.853 -0.416
O -2.613 -0.047 0.970 -0.135 1.817 0.527
H 3.529 -0.268 0.177 0.007 0.432 -0.093
C 2.696 0.205 0.725 0.590 -1.530 0.946
P -2.765 -0.343 -0.608 -1.385 -0.392 -0.653
N 0.973 0.049 -1.312 3.056 0.721 -2.622
H 2.954 -0.066 1.794 -0.603 0.475 -0.974
H -2.352 -0.787 1.449 0.814 -1.958 1.339

# 5
13
Properties=species:S:1:pos:R:3:forces:R:3 method="wB97M-V/def2-TZVPD" e_above_lowest_ev=3.902 largest_force_ev_per_a=4.02 gap_ev="8.39 / 6.55" molar_mass_g_mol=109.16
O 0.287 -1.868 1.798 -0.002 2.045 -0.065
H -0.549 0.959 -2.848 0.506 2.171 -3.340
Si -1.740 1.210 -0.902 1.120 -1.728 0.926
H 2.202 -0.419 0.107 -0.749 -0.262 -0.112
N -0.752 0.471 -2.069 1.770 -3.102 1.781
H -1.576 2.451 -0.236 0.527 1.157 0.088
H -3.088 0.859 -1.013 -1.569 -0.291 -0.258
H 0.965 0.459 2.781 1.250 -0.320 -1.587
H 0.719 -2.538 1.272 0.235 -0.587 -0.295
H 0.036 -0.271 -2.053 -2.161 1.673 1.031
O 1.347 -0.900 0.029 0.259 0.210 0.075
O 1.506 0.250 1.951 -3.134 -1.192 1.003
C 0.643 -0.661 1.182 1.947 0.228 0.754

# 6
13
Properties=species:S:1:pos:R:3:forces:R:3 method="wB97M-V/def2-TZVPD" e_above_lowest_ev=1.958 largest_force_ev_per_a=5.69 charge=+1 multiplicity=2 gap_ev="10.93 / 4.40" molar_mass_g_mol=97.07
H -0.407 1.080 -2.706 0.106 0.447 -2.113
O -1.143 -0.970 -0.670 -1.050 -1.666 0.228
O 1.243 -0.672 0.211 -0.515 -0.969 4.498
H -0.546 0.378 -1.467 -0.117 2.518 -0.625
C 1.132 0.062 1.413 -0.595 -1.559 -5.440
H -0.551 0.877 2.297 -0.265 0.602 1.537
H -0.695 0.486 0.604 0.539 0.566 0.824
N -0.093 0.564 1.479 -2.559 -0.133 -1.888
H -0.420 -1.239 -0.095 0.265 -0.607 -0.339
O -0.411 1.348 -1.810 0.062 -2.741 2.464
O 1.956 0.227 2.218 2.621 0.508 2.621
H 1.541 -0.314 -0.590 1.206 1.664 -1.893
H -1.607 -1.826 -0.884 0.302 1.371 0.126

# 7
13
Properties=species:S:1:pos:R:3:forces:R:3 method="wB97M-V/def2-TZVPD" e_above_lowest_ev=1.927 largest_force_ev_per_a=6.70 charge=+1 multiplicity=2 gap_ev="11.32 / 4.44" molar_mass_g_mol=97.07
H -1.535 1.617 -2.179 0.877 0.029 -0.573
N 0.259 -0.796 0.153 0.146 -2.116 -2.449
C -0.616 -0.874 1.171 -0.651 -6.633 -0.647
H -1.309 -2.359 2.250 -0.053 0.208 -0.647
H 0.493 -1.714 -0.413 -0.292 1.969 1.785
H 0.000 1.567 -2.715 -1.427 -0.009 0.096
H 0.387 0.044 -0.377 0.156 1.174 -0.208
O -1.037 -2.188 1.319 0.832 1.647 0.145
O -0.999 -0.026 1.890 -0.358 3.803 1.759
H 2.964 1.550 -1.515 1.149 -1.402 -2.331
O 2.711 2.167 -0.885 -0.043 3.616 -1.779
O -0.875 1.106 -2.691 0.714 -0.024 0.742
H 2.481 1.637 -0.206 -1.050 -2.261 4.107

# 8
12
Properties=species:S:1:pos:R:3:forces:R:3 method="wB97M-V/def2-TZVPD" e_above_lowest_ev=0.000 largest_force_ev_per_a=1.19 charge=+1 multiplicity=2 gap_ev="8.93 / 5.67" molar_mass_g_mol=113.21
S 2.543 -0.361 -0.464 0.618 0.314 -0.325
N -0.333 -0.436 1.006 0.651 0.132 -0.985
C -1.239 -0.628 -0.144 -0.781 0.185 0.738
O -1.818 0.581 -0.574 0.537 -0.601 -0.827
H -1.668 1.264 0.062 0.051 0.671 0.643
H -2.065 -1.256 0.189 -0.045 -0.394 -0.251
S 2.911 1.333 -1.491 -0.532 -0.630 0.526
H -0.051 -1.365 1.310 -0.097 0.106 0.326
H 1.784 1.913 -1.029 0.110 0.328 -0.142
H 1.506 0.060 0.354 -0.610 -0.094 -0.017
H -0.857 0.001 1.752 0.033 -0.098 0.327
H -0.713 -1.108 -0.970 0.064 0.081 -0.013

# 9
11
Properties=species:S:1:pos:R:3:forces:R:3 method="wB97M-V/def2-TZVPD" e_above_lowest_ev=0.157 largest_force_ev_per_a=2.56 smiles=CPNP gap_ev=9.62 molar_mass_g_mol=95.02
H -1.504 1.940 0.322 0.128 -1.365 0.442
C -1.096 0.881 0.378 -0.047 0.921 1.083
P 0.586 1.098 -0.261 0.129 -0.282 -1.089
H -1.654 0.246 -0.243 -0.902 -0.472 -1.406
H 2.163 -0.481 0.486 -0.562 -0.316 -0.417
N 1.335 -0.470 -0.111 0.984 2.111 1.058
H -0.672 -1.760 -0.229 0.612 -0.255 0.086
P 0.713 -1.868 -0.666 -1.374 -2.047 -0.075
H 1.073 1.585 0.921 0.582 0.529 0.877
H -1.193 0.356 1.345 0.237 0.872 -0.004
H 0.249 -1.527 -1.943 0.213 0.305 -0.555

# 10
10
Properties=species:S:1:pos:R:3:forces:R:3 method="wB97M-V/def2-TZVPD" e_above_lowest_ev=0.949 largest_force_ev_per_a=4.32 gap_ev=10.73 molar_mass_g_mol=61.16
H -0.701 2.393 0.302 -0.201 -0.667 0.437
H -0.915 -1.399 -0.874 0.267 -0.306 -0.012
Si 0.527 0.395 -0.165 -0.153 1.450 -0.298
H 2.008 0.190 0.163 -0.691 0.622 0.554
H -1.142 1.233 1.543 0.807 0.607 -2.448
H 0.636 1.338 -1.395 -0.051 -1.248 0.360
H -0.387 -1.925 0.685 -0.049 0.633 0.631
H 0.848 -2.257 -0.601 -2.637 3.111 0.880
C -0.061 -1.362 -0.181 1.834 -3.236 -2.207
N -0.814 1.395 0.523 0.874 -0.966 2.103

# 11
11
Properties=species:S:1:pos:R:3:forces:R:3 method="wB97M-V/def2-TZVPD" e_above_lowest_ev=3.588 largest_force_ev_per_a=4.25 gap_ev=7.32 molar_mass_g_mol=89.25
Si -3.663 0.048 0.159 -0.987 0.553 -0.335
H 1.075 -1.631 -0.265 2.121 0.841 0.818
H 0.622 2.829 -1.102 -0.088 -1.574 0.928
H -0.802 1.431 0.512 0.493 0.097 -0.351
Si 0.473 1.466 -0.294 0.770 0.736 -0.481
C 1.967 -0.904 0.006 -0.951 -2.622 -0.914
H 2.901 -1.148 -0.464 0.265 -0.875 -1.188
H 2.331 -0.994 0.993 -0.553 -0.192 1.838
H -4.314 -1.347 0.272 0.780 0.148 0.157
N 1.634 0.372 -0.340 -1.898 3.747 -0.659
H -2.222 -0.120 0.523 0.049 -0.858 0.186

# 12
14
Properties=species:S:1:pos:R:3:forces:R:3 method="wB97M-V/def2-TZVPD" e_above_lowest_ev=0.000 largest_force_ev_per_a=3.74 smiles="C[SiH2]SP(O)(O)=S" gap_ev=9.49 molar_mass_g_mol=174.26
H -1.319 -1.327 1.197 -0.292 -2.134 -0.501
H -1.255 0.214 2.788 -0.080 0.526 0.369
S 1.115 0.440 1.149 -0.028 -0.755 -0.852
H -1.805 1.989 -0.106 0.426 3.437 0.557
H -3.087 0.811 0.373 0.522 0.583 -0.210
O 0.908 0.026 -1.867 0.567 1.530 0.077
H 1.313 0.949 -1.971 -0.746 -1.871 0.311
H -1.851 0.659 -0.825 0.238 -1.669 -1.681
O 3.054 -0.388 -0.804 -1.687 0.525 -0.747
Si -1.000 0.001 1.371 0.120 2.433 -0.481
S 0.869 -2.636 -0.493 0.810 1.648 -0.236
H 3.595 -0.991 -0.345 1.380 -1.259 0.975
C -2.023 1.028 0.134 -0.944 -3.001 2.031
P 1.487 -0.774 -0.601 -0.286 0.008 0.388